# C5H10O2

C5H10O2 in the gas phase (the ωB97M-V functional and the def2-TZVPD basis, the Open Molecules 2025 dataset).

```
17
Properties=species:S:1:pos:R:3:nbo_charge:R:1
C 1.61226 -0.68645 0.84252 -0.62
C 0.21282 -0.71227 0.29414 0.22
O -0.09611 -2.01251 -0.17480 -0.72
C -0.94090 0.04429 0.87127 -0.49
C -0.48153 0.35272 -0.55676 0.23
C -0.18118 1.80296 -0.86430 -0.62
O -1.19140 -0.20082 -1.62925 -0.71
H 1.69906 -1.37925 1.68824 0.22
H 2.31477 -1.01719 0.07018 0.22
H 1.89380 0.31383 1.17913 0.21
H -0.94893 -2.26568 0.20323 0.48
H -1.89091 -0.46393 1.02481 0.21
H -0.70019 0.77467 1.64506 0.22
H -1.16083 2.24414 -1.09274 0.22
H 0.23645 2.34137 -0.00934 0.21
H 0.44406 1.95690 -1.74795 0.22
H -0.82124 -1.09277 -1.74343 0.49
```

As for the energy: -346.94898 a.u. Its structure (SMILES) is C[C@]1(O)C[C@@]1(C)O. The value obtained for the energy above the lowest of the compared OMol25 structures with the same formula, charge and spin is 2.080 eV. As for the max |F|: 0.4 eV/Å. Its net charge is 0. The calculation puts the HOMO energy at -9.1 eV.

---

# C4H9N

C4H9N in the gas phase at a distorted geometry (the ωB97M-V functional and the def2-TZVPD basis, the Open Molecules 2025 dataset).

```
14
Properties=species:S:1:pos:R:3:nbo_charge:R:1
C -0.44038 -1.17276 0.16692 -0.24
N 0.67868 -0.86515 -0.72005 -0.61
C 0.62748 0.64704 -0.90970 -0.23
C -0.02360 1.27822 0.35464 -0.42
C -0.86709 0.06311 1.00019 -0.42
H -0.20899 -2.02236 0.71615 0.19
H -1.22479 -1.62396 -0.38178 0.18
H 1.57343 -1.10699 -0.23573 0.35
H 0.07227 0.85713 -1.81213 0.18
H 1.56079 1.11784 -1.07215 0.20
H 0.69812 1.66694 1.01831 0.20
H -0.55129 2.16589 0.14922 0.21
H -1.88917 0.21708 1.00718 0.21
H -0.55955 -0.10919 1.97899 0.20
```

As for the energy: -212.52579 a.u. Its structure (SMILES) is C1CCNC1. The value obtained for the energy above the lowest of the compared OMol25 structures with the same formula, charge and spin is 0.691 eV. As for the max |F|: 3.6 eV/Å. Its net charge is 0. The calculation puts the HOMO energy at -8.9 eV.

---

# C31H26BrN8O2Se4Sn

A molecular structure, C31H26BrN8O2Se4Sn at a distorted geometry (the ωB97M-V functional and the def2-TZVPD basis, the Open Molecules 2025 dataset).

```
73
Properties=species:S:1:pos:R:3:lowdin_charge:R:1
Sn 0.45253 -2.05596 -0.35239 0.90
C -2.52314 -3.56936 1.92508 -0.06
O -1.60911 -2.46230 2.04973 -0.16
C -2.17096 -1.24129 2.40277 -0.22
C -3.41325 -1.04359 3.01088 -0.03
C -3.89174 0.19985 3.45484 -0.08
C -3.08565 1.28799 3.20550 -0.09
C -1.78765 1.17216 2.67014 0.00
C -1.31174 -0.10614 2.30265 -0.20
N -0.03249 -0.42156 1.85422 0.02
N 0.86665 0.39539 2.30453 0.11
C 2.15868 0.28072 1.87475 -0.17
C 2.70648 -0.84486 1.16450 -0.35
O 2.16153 -1.97095 0.93230 -0.28
C 4.11905 -0.74006 0.72858 0.00
C 4.77881 0.43021 0.80668 -0.03
C 4.26373 1.59183 1.52586 -0.14
C 4.99505 2.78619 1.65242 -0.05
C 4.52587 3.81986 2.46219 -0.10
C 3.29670 3.63158 3.12118 -0.10
C 2.54573 2.49731 2.96599 -0.06
C 2.94614 1.44290 2.14942 -0.11
H -2.77597 -3.88325 2.87576 0.06
H -1.96704 -4.39709 1.40895 0.09
H -3.44377 -3.30941 1.37003 0.09
H -4.04718 -1.93217 3.18685 0.11
H -4.84213 0.28853 3.92482 0.10
H -3.43013 2.28276 3.36486 0.09
H -1.22978 2.01952 2.43348 0.07
H 4.50516 -1.56039 0.15196 0.10
H 5.74385 0.40642 0.33999 0.10
H 6.00077 2.94203 1.25540 0.11
H 5.04950 4.71283 2.48373 0.07
H 2.93265 4.52551 3.64232 0.10
H 1.53341 2.46606 3.37637 0.11
Br -3.44487 5.06236 -0.09524 0.67
C -2.16021 3.65856 -0.32197 -0.66
C -2.52188 2.40654 -0.96092 -0.08
C -1.48565 1.57293 -1.36857 -0.04
C -0.18238 1.83970 -0.96350 -0.26
C 0.12277 2.98334 -0.24817 -0.04
C -0.83728 3.93442 0.05731 -0.15
N 0.80657 0.85628 -1.30176 0.09
C 1.21495 0.77332 -2.44335 -0.18
C 2.10842 -0.35949 -2.89096 -0.32
C 2.83286 -0.15395 -4.03301 -0.05
C 3.78292 -1.06454 -4.35693 -0.04
C 3.98734 -2.22058 -3.53532 -0.02
C 3.15403 -2.30588 -2.45379 -0.18
N 2.28908 -1.38561 -2.05478 0.03
H -3.54638 2.14059 -1.14499 0.10
H -1.73107 0.75506 -2.04064 0.06
H 1.17336 3.08378 0.04825 0.12
H -0.60057 4.79581 0.69496 0.11
H 0.94342 1.42079 -3.29375 0.13
H 2.44369 0.65215 -4.64730 0.12
H 4.32325 -1.06137 -5.26221 0.09
H 4.74820 -2.93173 -3.78701 0.10
H 3.30986 -3.09226 -1.71715 0.09
Se -0.89808 -1.21692 -4.10517 -0.08
Se -0.13380 -3.34807 -3.89749 -0.16
Se -0.87778 -4.33425 -1.93822 -0.18
Se 0.91098 -4.70008 -0.44235 -0.02
N -3.39512 -1.51544 -0.99173 0.20
C -4.38151 -1.94231 -1.79521 -0.56
N -4.07546 -2.33610 -3.04514 0.14
N -5.64482 -1.91586 -1.51798 0.09
C -5.87972 -1.39392 -0.31793 -0.41
N -6.19683 -0.93061 0.70169 0.10
H -2.42677 -1.59837 -1.33585 0.02
H -3.62446 -1.19848 -0.04010 0.09
H -3.33635 -1.82235 -3.53749 -0.02
H -4.79127 -2.74872 -3.64255 0.11
```

As for the energy: -14179.60257 a.u. The value obtained for the energy above the lowest of the compared OMol25 structures with the same formula, charge and spin is 0.406 eV. As for the max |F|: 4.3 eV/Å. Its net charge is -1. The calculation puts the HOMO energy at -4.3 eV.

---

# C2H6OS

2 unconnected molecules or ions with the total composition C2H6OS at a distorted geometry (the ωB97M-V functional and the def2-TZVPD basis, the Open Molecules 2025 dataset).

```
10
Properties=species:S:1:pos:R:3:nbo_charge:R:1
S 2.32622 0.12973 0.32186 -0.26
H 2.08876 0.28852 1.58968 0.13
H 2.03410 1.34270 0.04256 0.13
C -2.08177 -1.17595 -0.94674 -0.50
C -1.84788 0.10147 -0.57591 0.10
O -1.18795 0.50956 0.59662 -0.69
H -2.94358 -1.55384 -1.57788 0.23
H -1.53935 -1.87544 -0.23021 0.20
H -2.02788 0.76834 -1.45330 0.17
H -1.75005 1.32443 0.84238 0.48
```

As for the energy: -553.14382 a.u. Its structure (SMILES) is C=CO.S. The value obtained for the energy above the lowest of the compared OMol25 structures with the same formula, charge and spin is 1.622 eV. As for the max |F|: 2.9 eV/Å. Its net charge is 0. The calculation puts the HOMO energy at -9.2 eV.